# 1
Entry from the OMol25 dataset: an isolated molecule of C5H11NO (wB97M-V/def2-TZVPD).

Geometry (Å):
C1 -1.790 -0.676 -0.464
C2 -0.895 0.553 -0.701
C3 0.429 0.594 0.099
C4 0.283 1.202 1.491
N1 1.049 -0.721 0.182
C5 1.954 -1.162 -0.733
O1 2.487 -0.472 -1.580
H1 -2.248 -1.002 -1.402
H2 -1.227 -1.539 -0.096
H3 -2.600 -0.485 0.247
H4 -0.640 0.604 -1.766
H5 -1.460 1.468 -0.476
H6 1.143 1.196 -0.470
H7 -0.116 2.219 1.413
H8 -0.400 0.622 2.124
H9 1.255 1.256 1.991
H10 0.607 -1.417 0.764
H11 2.171 -2.242 -0.622

Strongest force on any atom   0.00769 hartree/bohr
Energy relative to the best compared isomer or geometry (same formula, charge and spin)   9.67 kcal/mol
LUMO level   0.03275 Ha
DFT total energy   -327.11593 Ha
Gap between HOMO and LUMO   10.61 eV
SMILES   CC[C@@H](C)NC=O

And the Mulliken charges, in e, turn out to be:
1 C -1.06
2 C -0.55
3 C 0.24
4 C -1.47
5 N -0.20
6 C -0.03
7 O -0.56
8 H 0.32
9 H 0.29
10 H 0.28
11 H 0.35
12 H 0.37
13 H 0.27
14 H 0.36
15 H 0.34
16 H 0.39
17 H 0.34
18 H 0.33


# 2
Entry from the OMol25 dataset: a structure of composition C11H10CrN2O4S (wB97M-V/def2-TZVPD).

Geometry (Å):
Cr1 0.641 -1.144 -1.454
O1 0.058 0.513 -0.598
N1 -0.963 1.269 -0.924
C1 -1.128 2.394 -0.195
C2 -2.160 3.259 -0.429
C3 -3.069 2.966 -1.448
C4 -2.891 1.816 -2.180
C5 -1.822 0.933 -1.944
S1 -1.580 -0.480 -2.860
H1 -0.384 2.526 0.574
H2 -2.255 4.148 0.177
H3 -3.900 3.627 -1.657
H4 -3.574 1.549 -2.973
O2 1.814 -2.555 -2.461
C6 2.368 -1.637 -3.126
O3 2.093 -0.428 -2.955
H5 3.122 -1.916 -3.884
O4 -0.069 -2.215 0.091
N2 0.525 -1.878 1.264
C7 1.894 -2.041 1.428
C8 2.512 -1.580 2.552
C9 1.789 -0.928 3.571
C10 0.394 -0.758 3.361
C11 -0.201 -1.218 2.228
H6 2.389 -2.569 0.626
H7 3.580 -1.733 2.653
H8 2.278 -0.561 4.462
H9 -0.212 -0.253 4.103
H10 -1.249 -1.105 1.999

Strongest force on any atom   0.01293 hartree/bohr
Energy relative to the best compared isomer or geometry (same formula, charge and spin)   0.00 kcal/mol
LUMO level (alpha / beta)   0.10890 / 0.10849 Ha
Charge   -1
2S+1   6
DFT total energy   -2278.31495 Ha
Gap between HOMO and LUMO (alpha / beta)   4.51 / 7.64 eV

And the Mulliken charges, in e, turn out to be:
1 Cr 0.52
2 O -0.73
3 N 0.48
4 C -0.23
5 C -0.72
6 C -0.03
7 C -0.81
8 C 0.50
9 S -0.42
10 H 0.40
11 H 0.36
12 H 0.36
13 H 0.36
14 O -0.58
15 C 0.39
16 O -0.63
17 H 0.40
18 O -0.82
19 N 0.40
20 C -0.32
21 C -0.58
22 C -0.34
23 C -0.64
24 C -0.27
25 H 0.47
26 H 0.34
27 H 0.38
28 H 0.34
29 H 0.42


# 3
Entry from the OMol25 dataset: an isolated molecule of C4H10NO3P in a non-equilibrium geometry (wB97M-V/def2-TZVPD).

Geometry (Å):
H1 1.087 0.839 3.481
N1 1.388 0.608 2.542
C1 0.318 0.296 1.788
C2 -1.054 0.110 2.379
O1 0.339 -0.210 0.482
P1 -0.675 -0.800 -1.024
C3 -1.186 0.859 -1.629
O2 -1.503 -1.981 -0.856
O3 0.626 -1.252 -1.807
C4 1.920 -0.662 -1.953
H2 -1.702 -0.550 1.823
H3 -1.156 -0.327 3.436
H4 -1.344 1.216 2.445
H5 -0.408 1.350 -2.165
H6 -1.985 0.565 -2.248
H7 -1.539 1.356 -0.829
H8 1.928 0.374 -2.143
H9 2.545 -1.069 -2.745
H10 2.401 -0.721 -0.977

Strongest force on any atom   0.09922 hartree/bohr
Energy relative to the best compared isomer or geometry (same formula, charge and spin)   28.81 kcal/mol
LUMO level   0.01915 Ha
DFT total energy   -780.22785 Ha
Gap between HOMO and LUMO   10.09 eV
SMILES   [H]/N=C(\C)O[P@](C)(=O)OC

And the Mulliken charges, in e, turn out to be:
1 H 0.24
2 N -0.75
3 C 0.73
4 C -1.02
5 O -0.46
6 P 0.97
7 C -0.93
8 O -0.64
9 O -0.27
10 C -0.62
11 H 0.28
12 H 0.32
13 H 0.28
14 H 0.30
15 H 0.37
16 H 0.36
17 H 0.30
18 H 0.28
19 H 0.27


# 4
Entry from the OMol25 dataset: a cluster of 3 separate species, C16H28FN3O2 in total in a non-equilibrium geometry (wB97M-V/def2-TZVPD).

Geometry (Å):
C1 2.815 0.729 1.777
C2 2.639 1.327 0.286
C3 2.879 2.912 0.176
F1 3.807 3.102 -0.950
C4 3.617 3.564 1.447
N1 4.279 3.849 2.413
C5 1.560 3.764 -0.220
C6 0.968 3.215 -1.602
N2 0.310 2.966 -2.596
C7 0.486 3.923 0.966
C8 -0.366 2.605 1.313
N3 -1.394 2.221 0.288
H1 3.887 0.371 2.012
H2 2.383 1.416 2.601
H3 2.162 -0.233 1.816
H4 1.581 1.011 -0.073
H5 3.385 0.794 -0.410
H6 1.950 4.836 -0.449
H7 1.021 4.295 1.926
H8 -0.238 4.771 0.646
H9 -0.961 2.849 2.284
H10 0.250 1.671 1.556
H11 -1.577 3.026 -0.333
H12 -0.949 1.450 -0.257
C9 -4.738 -0.566 -0.698
C10 -4.869 -2.070 -0.616
C11 -3.462 -2.489 -0.234
O1 -2.907 -1.418 0.541
C12 -3.764 -0.272 0.425
H13 -5.686 -0.036 -0.589
H14 -4.296 -0.283 -1.659
H15 -5.568 -2.339 0.182
H16 -5.214 -2.533 -1.543
H17 -2.833 -2.623 -1.120
H18 -3.444 -3.412 0.350
H19 -4.286 -0.148 1.381
H20 -3.163 0.620 0.238
C13 0.677 -3.935 -0.963
C14 2.163 -4.073 -1.202
C15 2.606 -2.626 -1.285
O2 1.721 -1.873 -0.444
C16 0.613 -2.707 -0.077
H21 0.222 -4.815 -0.504
H22 0.165 -3.739 -1.911
H23 2.634 -4.559 -0.341
H24 2.413 -4.647 -2.096
H25 2.510 -2.239 -2.305
H26 3.638 -2.484 -0.954
H27 0.731 -2.974 0.980
H28 -0.321 -2.153 -0.194

Strongest force on any atom   0.13643 hartree/bohr
Energy relative to the best compared isomer or geometry (same formula, charge and spin)   56.61 kcal/mol
LUMO level   0.02708 Ha
DFT total energy   -1040.92043 Ha
Gap between HOMO and LUMO   10.09 eV
SMILES   CC[C@](F)(C#N)[C@@H](C#N)CCN.C1CCOC1.C1CCOC1

And the Mulliken charges, in e, turn out to be:
1 C -1.08
2 C -0.24
3 C 1.24
4 F -0.37
5 C -0.31
6 N -0.49
7 C 0.24
8 C -0.18
9 N -0.54
10 C -0.66
11 C -0.57
12 N -0.52
13 H 0.36
14 H 0.37
15 H 0.17
16 H -0.02
17 H 0.41
18 H 0.50
19 H 0.39
20 H 0.33
21 H 0.27
22 H 0.13
23 H 0.27
24 H 0.28
25 C -0.62
26 C -0.57
27 C -0.39
28 O -0.39
29 C 0.05
30 H 0.38
31 H 0.27
32 H 0.26
33 H 0.35
34 H 0.22
35 H 0.33
36 H 0.23
37 H -0.04
38 C -0.54
39 C -0.64
40 C -0.46
41 O -0.31
42 C -0.19
43 H 0.38
44 H 0.28
45 H 0.28
46 H 0.34
47 H 0.29
48 H 0.29
49 H 0.27
50 H -0.02


# 5
Entry from the OMol25 dataset: an isolated molecule of C6H6N4O in a non-equilibrium geometry (wB97M-V/def2-TZVPD).

Geometry (Å):
C1 2.284 -1.211 -0.116
C2 1.228 -0.232 -0.055
C3 1.397 1.111 -0.010
C4 0.207 1.946 0.073
O1 0.345 3.211 -0.027
N1 -1.107 1.362 0.035
C5 -1.157 0.142 0.009
N2 -2.426 -0.568 0.149
C6 -3.583 0.071 -0.060
N3 -4.669 0.552 -0.182
N4 -0.108 -0.763 -0.002
H1 3.211 -0.784 -0.179
H2 2.344 -1.753 0.980
H3 2.204 -1.734 -1.008
H4 2.506 1.786 -0.024
H5 -2.309 -1.512 0.539
H6 -0.365 -1.624 -0.123

Strongest force on any atom   0.15507 hartree/bohr
Energy relative to the best compared isomer or geometry (same formula, charge and spin)   66.81 kcal/mol
LUMO level   -0.00195 Ha
DFT total energy   -526.42006 Ha
Gap between HOMO and LUMO   9.53 eV
SMILES   Cc1cc(=O)nc(NC#N)[nH]1

And the Mulliken charges, in e, turn out to be:
1 C -1.53
2 C 0.71
3 C -0.18
4 C 0.33
5 O -0.62
6 N -0.38
7 C 0.43
8 N -0.23
9 C 0.43
10 N -0.46
11 N -0.12
12 H 0.42
13 H 0.27
14 H 0.39
15 H 0.19
16 H 0.24
17 H 0.11


# 6
Entry from the OMol25 dataset: a cluster of 2 separate species, C6H9BrO in total in a non-equilibrium geometry (wB97M-V/def2-TZVPD).

Geometry (Å):
C1 1.803 -0.601 1.538
C2 -1.582 -0.726 -0.287
C3 -0.528 -0.063 0.017
C4 2.646 -1.239 0.807
C5 -2.639 -0.258 -1.300
C6 0.150 2.195 -0.061
O1 0.090 0.965 -0.386
Br1 4.159 -0.303 -0.066
H1 1.845 0.475 1.571
H2 1.163 -1.055 2.218
H3 -1.949 -1.681 0.189
H4 -2.092 0.395 -2.062
H5 -2.751 -1.256 -1.882
H6 -3.597 0.076 -0.984
H7 -0.321 2.554 0.780
H8 0.958 2.768 -0.580
H9 2.646 -2.246 0.486

Strongest force on any atom   0.09310 hartree/bohr
Energy relative to the best compared isomer or geometry (same formula, charge and spin)   59.13 kcal/mol
LUMO level (alpha / beta)   0.03459 / -0.02215 Ha
2S+1   3
DFT total energy   -2882.99185 Ha
Gap between HOMO and LUMO (alpha / beta)   7.63 / 8.73 eV

And the Mulliken charges, in e, turn out to be:
1 C -0.69
2 C -0.43
3 C 0.41
4 C -0.22
5 C -0.94
6 C -0.64
7 O -0.25
8 Br -0.18
9 H 0.34
10 H 0.35
11 H 0.30
12 H 0.25
13 H 0.27
14 H 0.31
15 H 0.45
16 H 0.29
17 H 0.39